{
  "formula": "C2H5NO2",
  "method": "ωB97M-V/def2-TZVPD",
  "species": ["C", "C", "N", "O", "O", "H", "H", "H", "H", "H"],
  "positions_angstrom": [[-0.112680, -0.729276, 0.103827], [0.797085, 0.231221, -0.138795], [-1.483344, -0.244957, 0.163377], [2.127692, 0.027836, -0.152626], [0.391007, 1.498655, -0.346917], [2.540694, 0.879061, -0.351131], [-1.884680, -0.435893, 1.078946], [-0.641057, 1.427667, -0.256507], [0.187435, -1.729515, 0.377870], [-1.922153, -0.924800, -0.478043]],
  "forces_ev_per_a": [[0.986, 0.910, 0.556], [-0.841, -0.455, 0.360], [0.057, -1.745, -0.835], [-0.232, 0.437, -0.196], [-1.385, -0.026, 0.059], [0.051, -0.093, -0.002], [0.041, 0.112, -0.055], [2.072, -0.009, -0.199], [-0.130, -0.074, -0.099], [-0.620, 0.941, 0.411]],
  "charge": 0,
  "orbital_gap_ev": 9.1,
  "e_homo_ev": -8.193,
  "smiles": "NC=C(O)O",
  "lumo_ev": 0.86,
  "e_above_lowest_ev": 1.3875
}



{
  "formula": "C3H3O2",
  "method": "ωB97M-V/def2-TZVPD",
  "species": ["C", "C", "C", "O", "O", "H", "H", "H"],
  "positions_angstrom": [[-0.835495, -0.086101, -0.317319], [-0.633408, -0.151760, -1.617183], [1.696065, -0.752049, -0.037940], [-0.394084, -0.210762, -2.729939], [1.753414, -1.871191, 0.047767], [-1.275896, -0.925167, 0.194693], [-0.874158, 0.869239, 0.183420], [2.045355, 0.270161, -0.043613]],
  "forces_ev_per_a": [[0.851, -0.128, 1.397], [0.074, 0.083, -1.014], [-0.860, -1.149, 0.117], [-0.032, -0.034, -0.096], [0.061, 0.952, -0.110], [-0.116, -0.247, -0.072], [-0.063, 0.220, -0.185], [0.085, 0.303, -0.037]],
  "charge": 1,
  "orbital_gap_ev": 8.7,
  "e_homo_ev": -15.019,
  "lumo_ev": -6.37,
  "e_above_lowest_ev": 1.7773
}



{
  "formula": "C27H54P2SiTb",
  "method": "ωB97M-V/def2-TZVPD",
  "species": ["Tb", "C", "C", "C", "C", "C", "C", "H", "H", "H", "C", "H", "H", "H", "C", "H", "H", "H", "C", "H", "H", "H", "C", "H", "H", "H", "C", "C", "C", "C", "C", "C", "C", "C", "H", "H", "H", "H", "H", "H", "H", "H", "H", "H", "H", "H", "P", "C", "H", "H", "H", "C", "H", "H", "H", "C", "H", "H", "H", "P", "C", "H", "H", "H", "C", "H", "H", "H", "C", "H", "H", "H", "C", "Si", "C", "C", "H", "H", "H", "H", "H", "H", "H", "H", "H"],
  "positions_angstrom": [[0.006059, -0.135872, -0.277181], [1.889625, 1.348014, -0.578264], [0.944962, 1.529677, -1.658225], [-0.038948, 2.302005, 0.297897], [1.290230, 1.850072, 0.616451], [-0.244258, 2.142160, -1.103650], [3.320864, 0.919515, -0.753170], [3.477835, 0.184481, -1.554745], [3.789509, 0.502486, 0.144121], [3.898610, 1.807425, -1.029464], [2.003812, 2.169781, 1.891732], [3.004881, 1.732790, 1.908442], [1.468688, 1.819167, 2.781206], [2.100784, 3.260462, 1.982442], [-0.954299, 3.056526, 1.209666], [-0.833058, 4.133538, 1.048158], [-0.744742, 2.870651, 2.263795], [-2.019755, 2.837674, 1.062635], [-1.294634, 2.921319, -1.841855], [-0.857626, 3.911243, -2.029717], [-2.195439, 3.081714, -1.240153], [-1.610170, 2.497442, -2.803003], [1.449533, 1.666660, -3.054759], [2.088497, 2.563191, -3.027419], [0.637371, 1.786953, -3.776954], [2.067080, 0.813922, -3.365154], [-0.238421, -2.726305, -2.581899], [0.780219, -2.046705, -3.119747], [1.032170, -2.046208, -4.621414], [0.006455, -1.190094, -5.455813], [-1.132341, -0.534714, -4.672935], [-2.135678, -1.260135, -4.173657], [-2.180930, -2.780224, -4.321633], [-1.171349, -3.585493, -3.428686], [1.023505, -3.078948, -5.025474], [-0.448962, -1.879108, -6.188360], [2.044985, -1.651028, -4.810651], [-0.596823, -4.263979, -4.090528], [-0.536000, -2.663650, -1.523457], [1.451403, -1.382454, -2.555545], [-1.759132, -4.225881, -2.750140], [-3.209753, -3.112832, -4.097543], [-3.004986, -0.800959, -3.691637], [-1.966263, -3.039088, -5.374305], [0.556011, -0.415017, -6.022077], [-1.095544, 0.555405, -4.594030], [1.583395, -1.880434, 1.239295], [2.578525, -1.068880, 2.497612], [2.994901, -1.946262, 2.989245], [1.977801, -0.480314, 3.195552], [3.336047, -0.426070, 2.045079], [0.629389, -3.172610, 2.056163], [1.434324, -3.673181, 2.592266], [0.166602, -3.809505, 1.293597], [-0.127378, -2.751162, 2.727841], [2.842362, -2.690206, 0.225816], [2.355488, -3.373003, -0.476751], [3.395844, -3.190506, 1.019430], [3.449022, -1.942701, -0.298046], [-2.706174, -0.488669, 0.263237], [-3.669101, 0.790178, -0.586145], [-4.604314, 0.239585, -0.669699], [-3.261964, 1.120768, -1.551450], [-3.750983, 1.619700, 0.123368], [-3.227991, -2.228870, 0.168973], [-3.428553, -2.474429, -0.879431], [-4.106947, -2.183456, 0.814848], [-2.461318, -2.890954, 0.604371], [-3.287743, -0.094415, 1.929337], [-4.355812, -0.169225, 1.725130], [-2.972453, 0.918121, 2.210362], [-2.930272, -0.873014, 2.609954], [-1.440869, 1.738255, 4.289690], [-0.598109, 0.142004, 3.697194], [0.773733, 0.223592, 5.001072], [-1.631820, -1.219240, 4.508297], [-0.709409, 2.564824, 4.318105], [-1.707101, 1.470563, 5.329982], [-2.339018, 2.056486, 3.744299], [0.207199, 0.442826, 5.925443], [1.271143, -0.753041, 5.099136], [1.505853, 1.023531, 4.817921], [-1.231284, -1.250913, 5.537061], [-2.690107, -0.913798, 4.537740], [-1.533754, -2.210091, 4.047906]],
  "forces_ev_per_a": [[-1.321, -3.323, 1.367], [-0.423, 1.185, 0.280], [0.334, 1.382, 0.665], [0.685, 0.229, -0.582], [-0.048, 0.559, -0.713], [1.274, 0.901, 0.130], [0.162, 0.030, -0.146], [-0.209, 0.175, 0.097], [-0.246, 0.157, -0.048], [0.128, -0.108, -0.021], [-0.067, -0.149, 0.341], [-0.105, 0.157, 0.022], [0.055, 0.035, -0.225], [0.068, -0.205, -0.073], [-0.105, 0.132, 0.326], [-0.018, -0.036, -0.069], [0.083, -0.078, -0.267], [0.241, -0.042, -0.097], [-0.121, -0.032, -0.155], [-0.216, -0.108, -0.142], [0.232, -0.038, -0.082], [0.181, 0.004, 0.159], [-0.038, -0.168, -0.237], [-0.168, -0.226, -0.525], [0.230, 0.101, 0.037], [-0.099, 0.204, -0.039], [-0.173, -0.072, -0.398], [-0.150, 0.029, -0.319], [0.389, -0.007, 0.093], [-0.255, 0.217, 0.010], [0.337, -0.246, -0.294], [-0.048, -0.358, -0.150], [-0.249, 0.411, -0.108], [-0.092, -0.134, 0.338], [0.017, 0.504, 0.384], [0.202, 0.416, 0.131], [-0.395, -0.218, 0.095], [-0.168, 0.375, 0.496], [0.452, -0.041, -0.125], [-0.272, -0.303, 0.166], [0.313, 0.147, -0.266], [0.493, 0.032, -0.196], [0.391, 0.074, -0.075], [-0.253, 0.116, 0.406], [-0.300, -0.420, 0.282], [-0.245, -0.329, 0.076], [-1.187, 2.189, -1.291], [-0.114, -0.436, 0.209], [0.681, 0.295, 0.556], [0.159, -0.296, -0.331], [0.038, -0.352, 0.081], [0.600, 0.016, -0.089], [-0.479, -0.782, 0.403], [0.161, -0.078, 0.293], [0.381, -0.089, -0.194], [-0.282, -0.265, 0.665], [0.356, -0.052, 0.109], [0.715, -0.564, -0.636], [-0.093, -0.273, 0.199], [2.372, 0.971, 0.887], [-0.485, -0.996, -0.496], [-0.732, 0.821, -0.506], [-0.349, -0.291, 0.340], [-0.107, -0.170, -0.288], [-0.529, 0.696, -0.396], [-0.217, -0.363, 0.345], [-0.288, -0.917, -0.351], [-0.275, 0.395, -0.188], [0.106, -0.363, -0.632], [-0.422, 0.202, 0.834], [-0.203, -0.508, 0.066], [-0.325, 0.463, -0.100], [-0.221, 0.001, 0.178], [0.314, 0.180, -1.238], [0.204, -0.138, 0.061], [-0.197, 0.025, 0.386], [-0.358, -0.238, 0.076], [-0.109, 0.456, -0.317], [0.209, 0.068, 0.316], [0.528, -0.084, -0.193], [0.046, 0.372, 0.247], [-0.046, -0.293, 0.252], [-0.451, -0.304, -0.258], [0.320, -0.354, 0.209], [-0.203, 0.126, 0.242]],
  "charge": 1,
  "orbital_gap_ev": [5.7, 6.1],
  "s_squared": 12.75,
  "e_homo_ev": [-8.406, -8.538],
  "lumo_ev": [-2.75, -2.43],
  "spin_multiplicity": 7
}



| no. | F_max (eV Å⁻¹) |
| --- | --- |
| 1 | 2.082 |
| 2 | 1.641 |
| 3 | 3.828 |